Entry from the OMol25 dataset: a molecular structure, C27H39Br2O4PS4W (the ωB97M-V functional and the def2-TZVPD basis).

XYZ file:
```
78
Properties=species:S:1:pos:R:3:forces:R:3
W -0.23976 -0.25029 0.97444 0.1 0.3 0.7
Br 1.00856 -0.59046 3.09268 -0.1 0.0 -0.3
C 2.91128 2.47998 5.87816 0.1 0.1 0.0
Br 3.26760 2.49971 4.17252 -0.1 0.0 0.2
H 3.56173 1.92902 6.55338 0.0 0.0 0.0
H 2.05341 3.03522 6.24928 0.0 0.0 0.0
O 1.57058 -0.65318 0.06046 0.0 -0.1 0.1
S 3.06447 -0.34824 0.38274 0.0 0.0 0.0
C 3.66540 0.26391 -1.20860 0.0 0.0 0.0
C 3.05673 -0.42821 -2.42230 0.0 0.0 0.0
C 1.62617 0.06286 -2.74347 0.0 0.1 0.1
C 0.61133 -1.07261 -2.73411 -0.1 0.0 0.0
S -1.05795 -0.59470 -2.23275 0.1 0.1 0.1
O -0.81486 0.13496 -0.85951 -0.1 0.0 -0.4
C -1.42752 0.76775 -3.28733 0.0 -0.2 0.0
C -2.07362 0.43245 -4.47138 0.0 0.1 0.0
C -2.34465 1.44560 -5.37843 0.0 0.0 0.0
C -1.99362 2.75567 -5.07734 0.0 0.0 0.0
C -1.37367 3.06718 -3.87229 0.0 0.0 0.0
C -1.07540 2.06898 -2.95862 0.0 0.1 0.0
C 3.80449 -1.94752 0.48939 0.1 0.0 0.0
C 5.10587 -1.99013 0.97765 0.0 0.0 0.0
C 5.74571 -3.21662 1.05865 0.0 0.0 0.0
C 5.07816 -4.37285 0.67590 0.0 0.0 0.0
C 3.77084 -4.31370 0.21021 0.0 0.0 0.0
C 3.12065 -3.09334 0.10902 0.0 0.0 0.0
H 4.74752 0.12673 -1.14014 0.0 0.0 0.0
H 3.45564 1.33537 -1.20109 0.0 0.0 0.0
H 3.08513 -1.51047 -2.27123 0.0 0.0 0.0
H 3.71624 -0.23574 -3.26822 0.0 0.0 0.0
H 1.60302 0.56380 -3.70983 0.0 0.0 0.0
H 1.32890 0.81026 -2.00468 0.0 0.0 0.0
H 0.87407 -1.85784 -2.02362 0.0 0.0 0.0
H 0.46082 -1.53745 -3.71192 0.0 0.0 0.0
H -2.37460 -0.58786 -4.67967 0.0 0.0 0.0
H -2.84509 1.21456 -6.30844 0.0 0.0 0.0
H -2.21985 3.54368 -5.78271 0.0 0.0 0.0
H -1.12626 4.09553 -3.64427 0.0 0.0 0.0
H -0.61354 2.29300 -2.00480 0.0 0.0 0.0
H 5.61742 -1.08647 1.28971 0.0 0.0 0.0
H 6.76003 -3.27149 1.42882 0.0 0.0 0.0
H 5.57874 -5.32879 0.74876 0.0 0.0 0.0
H 3.25607 -5.22093 -0.07491 0.0 0.0 0.0
H 2.09845 -3.03967 -0.23851 0.0 0.0 0.0
C -4.27220 -3.50547 -1.28990 0.0 0.0 0.0
C -4.34593 -3.56771 0.21070 0.0 0.0 0.0
O -3.88123 -2.27308 0.77060 0.1 0.0 0.0
P -2.57398 -2.14582 1.60026 -0.1 0.0 0.0
S -2.35881 -0.15892 2.03722 0.1 0.0 0.0
S -0.89816 -2.60445 0.55665 0.1 0.0 0.0
O -2.58608 -3.07300 2.84142 0.0 0.0 0.0
C -3.49789 -2.94339 4.00848 0.0 0.0 0.0
C -4.88019 -3.45211 3.69922 0.0 0.0 0.0
H -4.67024 -4.43318 -1.70184 0.0 0.0 0.0
H -3.24189 -3.39628 -1.62990 0.0 0.0 0.0
H -4.87118 -2.67946 -1.67045 0.0 0.0 0.0
H -3.73826 -4.36900 0.63253 0.0 0.0 0.0
H -5.36482 -3.67093 0.57330 0.0 0.0 0.0
H -3.48801 -1.89631 4.31164 0.0 0.0 0.0
H -3.00084 -3.53833 4.76796 0.0 0.0 0.0
H -5.39600 -2.82825 2.97002 0.0 0.0 0.0
H -5.46369 -3.43463 4.62038 0.0 0.0 0.0
H -4.84791 -4.48263 3.34733 0.0 0.0 0.0
C 1.08710 4.88537 0.01168 0.0 0.0 0.0
C -0.03724 4.46898 0.97168 0.0 0.0 0.0
C -1.39814 4.95250 0.43860 0.0 0.0 0.0
C 0.21130 5.06369 2.36587 0.0 0.0 0.0
C -0.08174 3.00675 1.05831 -0.1 0.0 0.0
C -0.15267 1.78533 1.09686 0.1 -0.3 -0.1
H 1.11062 5.97215 -0.07057 0.0 0.0 0.0
H 0.92730 4.47292 -0.98571 0.0 0.0 0.0
H 2.06122 4.55125 0.37307 0.0 0.0 0.0
H -1.37851 6.03912 0.35150 0.0 0.0 0.0
H -2.20659 4.67533 1.11413 0.0 0.0 0.0
H -1.61153 4.53206 -0.54517 0.0 0.0 0.0
H 0.20086 6.15160 2.29972 0.0 0.0 0.0
H 1.18568 4.76120 2.75584 0.0 0.0 0.0
H -0.56497 4.75704 3.06699 0.0 0.0 0.0
```
Positions in Å, forces in eV/Å.

Values from the calculation:
E = -231336.743 eV
⟨S²⟩ = 0.76
Multiplicity = 2
Charge = +3



Entry from the OMol25 dataset: a molecular structure, C27H39BrLuN7OSSi2 (the ωB97M-V functional and the def2-TZVPD basis).

XYZ file:
```
79
Properties=species:S:1:pos:R:3:forces:R:3
Lu -0.27802 0.72293 0.52339 -0.1 0.1 -0.2
N 0.30003 5.23319 0.55613 0.1 0.2 0.0
C 1.58561 5.06766 0.05915 -0.1 0.1 0.1
C 2.65019 5.95627 -0.05715 -0.1 0.0 0.0
C 3.78960 5.47290 -0.66169 0.0 0.0 0.0
C 3.84462 4.16013 -1.16033 0.0 0.1 0.0
C 2.78124 3.29141 -1.03238 0.0 0.0 -0.1
C 1.63987 3.74558 -0.37051 -0.1 -0.2 -0.2
N 0.40848 3.11802 -0.10404 0.1 -0.5 0.0
C -0.34298 4.06134 0.42756 0.0 0.1 0.0
C -1.73496 3.85263 0.79367 0.2 -0.1 0.1
C -2.72149 4.77834 0.87302 -0.1 0.1 -0.1
S -4.19203 4.00026 1.22912 -0.2 0.0 0.1
C -3.40373 2.50086 1.26279 -0.1 0.0 0.0
N -2.12232 2.55435 1.02056 0.7 -0.3 -0.1
H -0.07131 6.06125 0.99253 0.0 0.0 0.0
H 2.58237 6.97991 0.29063 0.0 -0.1 0.0
H 4.64535 6.12374 -0.78105 0.0 0.0 0.0
H 4.73697 3.83836 -1.68137 0.0 0.0 0.0
H 2.80580 2.31093 -1.48522 0.0 0.1 0.0
H -2.66595 5.84236 0.69420 0.0 -0.1 0.0
H -3.93635 1.58483 1.47548 0.0 0.1 0.0
C 1.15957 -5.13466 0.15299 0.0 0.1 0.1
C 1.02112 -3.92895 1.04530 0.0 -0.1 -0.1
C 1.13839 -4.00020 2.42949 0.0 -0.1 0.1
C 0.98546 -2.86529 3.21281 0.0 -0.2 0.0
C 0.70554 -1.68941 2.55650 0.0 0.1 0.0
Br 0.44129 -0.08917 3.52971 -0.2 0.1 0.2
N 0.58387 -1.57652 1.24242 -0.3 0.5 -0.1
C 0.74753 -2.68224 0.50562 0.0 0.1 -0.1
H 1.34491 -6.03496 0.73514 0.0 0.0 0.0
H 1.98506 -5.01237 -0.55004 0.0 0.0 0.0
H 0.25074 -5.28989 -0.43087 0.0 0.0 0.0
H 1.34499 -4.95220 2.90541 0.0 0.0 0.0
H 1.07130 -2.89605 4.28974 0.0 0.0 0.0
H 0.64095 -2.55991 -0.56545 0.0 0.0 0.0
C 5.40227 -0.57195 -1.83696 -0.1 0.0 0.1
N 4.17130 -0.22763 -1.13449 0.2 0.1 0.1
C 4.09134 0.30658 0.21983 0.0 0.0 -0.1
C 2.60865 0.53809 0.32033 -0.2 0.2 0.1
O 1.98411 1.03934 1.26268 0.1 -0.1 0.0
N 1.97534 0.13726 -0.79673 -0.3 0.0 0.0
C 2.94202 -0.28865 -1.64421 0.0 -0.1 -0.1
N 2.68270 -0.71310 -2.87170 0.0 0.0 0.0
H 6.23867 -0.42183 -1.16132 0.0 0.0 0.0
H 5.54919 0.06726 -2.70810 0.0 0.0 0.0
H 5.39782 -1.61790 -2.14248 0.0 0.0 0.0
H 4.64717 1.23734 0.34021 0.0 0.0 0.0
H 4.42759 -0.40976 0.97114 0.0 0.0 0.0
H 1.73131 -0.67436 -3.20638 0.0 0.0 0.0
H 3.41503 -0.96760 -3.51243 0.0 0.0 0.0
C -3.73501 -0.94323 -2.76612 -0.3 0.1 -0.1
Si -2.27453 -1.31025 -1.68644 0.2 0.1 -0.1
C -2.07864 -3.16295 -1.55257 0.0 -0.3 0.0
C -0.72914 -0.71219 -2.61595 0.1 0.0 -0.2
C -2.31796 -0.38437 -0.08789 0.6 0.2 0.3
Si -3.25669 -1.16836 1.31691 0.1 0.1 0.1
C -5.10370 -1.11323 1.04439 -0.2 0.0 -0.2
C -2.77433 -2.93816 1.64470 0.1 -0.3 0.0
C -2.96053 -0.23978 2.94842 -0.1 0.0 0.2
H -3.65694 -1.46700 -3.72309 0.0 0.0 0.0
H -3.82647 0.12779 -2.97262 0.0 -0.1 0.0
H -4.66256 -1.26927 -2.28421 0.1 0.0 -0.1
H -1.60137 -3.55502 -2.45716 -0.1 0.0 0.1
H -3.05631 -3.64880 -1.46484 0.1 0.0 0.0
H -1.48976 -3.47023 -0.68490 0.0 0.0 -0.1
H -0.77202 -0.95498 -3.68458 0.0 0.0 0.1
H 0.14349 -1.21382 -2.18565 0.0 0.0 0.0
H -0.58642 0.37404 -2.54163 0.0 0.0 0.0
H -2.93687 0.49058 -0.35725 0.1 0.0 0.0
H -5.36615 -1.37321 0.01366 0.0 0.0 0.1
H -5.53384 -0.12703 1.25220 0.0 -0.1 0.0
H -5.60498 -1.82859 1.70452 0.0 0.1 0.0
H -3.18614 -3.61226 0.88908 0.0 0.0 0.1
H -3.18189 -3.23932 2.61456 0.0 0.0 0.0
H -1.68963 -3.08983 1.67467 -0.1 0.0 0.0
H -2.34001 0.65255 2.86477 0.0 0.0 0.1
H -2.49427 -0.88999 3.69283 0.0 0.0 0.0
H -3.91354 0.08838 3.38153 0.1 -0.1 0.0
```
Positions in Å, forces in eV/Å.

Values from the calculation:
E = -171357.613 eV
Charge = +2



Entry from the OMol25 dataset: a molecular structure, C27H39CdN7O13P (the ωB97M-V functional and the def2-TZVPD basis).

XYZ file:
```
88
Properties=species:S:1:pos:R:3:forces:R:3
Cd -0.35063 -0.26246 -0.69579 0.2 -0.2 0.0
O -1.70419 1.58439 0.78431 0.1 0.1 0.1
C -1.47720 2.43956 1.89197 0.1 -0.1 -0.1
C -0.62048 3.65209 1.54558 0.1 0.0 0.0
C 0.73797 3.29199 0.91430 -0.2 0.0 0.1
C 1.71084 2.68301 1.88285 -0.1 -0.1 0.0
C 2.76322 3.42642 2.41621 0.0 0.0 0.0
C 3.62496 2.83073 3.31944 0.0 0.0 0.0
C 3.41450 1.50790 3.67233 0.0 0.0 0.0
C 2.34437 0.83970 3.09185 0.0 0.0 0.1
N 1.51699 1.40330 2.21772 0.0 0.0 0.0
H -2.02422 2.05519 -0.00045 0.1 0.0 0.0
H -0.98751 1.81582 2.63490 0.0 0.0 0.0
H -2.43068 2.76369 2.32385 0.0 0.1 0.0
H -0.46780 4.23082 2.46451 0.0 0.0 0.0
H -1.16437 4.29773 0.84687 0.0 0.0 0.0
H 1.18507 4.17966 0.46227 0.0 0.0 0.0
H 0.57061 2.56901 0.12170 0.0 0.0 -0.1
H 2.90210 4.45668 2.11083 0.0 0.0 0.0
H 4.45363 3.39018 3.73844 0.0 0.0 0.0
H 4.06282 0.99702 4.37214 0.0 0.0 0.0
H 2.14974 -0.20323 3.32257 0.0 0.1 0.0
O -4.68252 0.32587 -5.23012 -0.1 0.0 -0.1
C -3.87424 0.20708 -4.33296 0.1 0.0 0.1
C -3.38260 -1.09805 -3.74217 0.0 0.1 0.0
O -3.77984 -2.21018 -4.03822 0.0 -0.1 0.0
C -2.36812 -0.73942 -2.73384 0.1 0.1 0.0
C -2.28355 0.68646 -2.65132 -0.1 0.0 0.0
O -1.52449 1.30434 -1.81086 -0.1 0.0 -0.1
C -3.18852 1.32502 -3.59041 0.0 -0.1 0.0
O -3.37785 2.52636 -3.75294 0.0 0.1 0.0
O -1.70177 -1.53505 -2.01607 -0.4 0.1 0.0
N 1.63487 -1.97439 1.71524 -0.2 -0.3 -0.2
N 2.19493 -2.87914 0.77373 0.1 0.0 0.2
C 2.38881 -2.49271 -0.54287 0.0 -0.2 0.0
N 3.48818 -3.07935 -1.14684 0.0 -0.1 0.0
N 1.57044 -1.65651 -1.09338 0.1 0.3 -0.1
N 1.73082 -1.27969 -2.40409 -0.1 0.1 -0.3
O 0.90557 -0.35464 -2.79687 0.3 -0.5 0.2
O 2.66478 -1.74921 -3.17694 -0.3 0.3 0.2
H 1.66412 -1.03544 1.31961 0.1 0.0 0.0
H 0.64688 -2.19769 1.79812 0.0 0.1 -0.1
H 3.02815 -3.29938 1.15278 0.1 0.2 0.0
H 3.58738 -4.05661 -0.90911 0.0 0.0 0.0
H 3.43310 -2.87523 -2.15672 0.0 0.0 0.1
C -2.66897 -2.88669 5.03936 -0.1 0.0 0.0
C -1.32664 -3.16980 4.37096 0.0 0.0 0.1
C -0.19146 -2.48645 5.12932 0.1 0.1 0.0
C -1.08311 -4.67080 4.29505 0.0 -0.1 0.1
O -1.31710 -2.74512 3.00626 0.0 -0.1 0.0
P -1.81022 -1.27930 2.48564 0.1 -0.1 0.0
O -1.60471 -0.27025 3.54805 0.0 0.1 0.0
O -1.12868 -1.21524 1.15094 0.1 0.1 -0.1
O -3.38968 -1.46508 2.29316 -0.2 -0.1 0.0
C -4.07408 -2.05718 1.15608 0.1 0.1 0.0
C -4.22144 -0.98572 0.08475 0.0 0.1 0.0
C -3.36816 -3.29122 0.60337 0.1 0.0 0.1
C -5.43312 -2.44765 1.71530 -0.1 0.0 0.0
H -2.63762 -3.22861 6.07749 0.0 0.0 0.0
H -3.47199 -3.41188 4.51724 0.0 0.0 0.0
H -2.88673 -1.81773 5.02161 0.0 -0.1 0.0
H -0.14163 -2.86718 6.15352 0.0 0.0 0.0
H -0.35381 -1.40796 5.14221 0.0 -0.1 0.0
H 0.75870 -2.68728 4.62748 0.0 0.0 0.0
H -1.00630 -5.09602 5.29994 0.0 0.0 0.0
H -0.15564 -4.86823 3.75378 0.0 0.0 0.0
H -1.90197 -5.16040 3.76376 0.0 0.0 0.0
H -3.24831 -0.55689 -0.14448 0.0 0.0 0.0
H -4.87598 -0.18494 0.43776 0.0 0.0 0.0
H -4.63332 -1.40973 -0.83332 0.0 0.0 0.0
H -2.39184 -3.04059 0.19610 0.0 0.0 0.0
H -3.97062 -3.70784 -0.20586 0.0 0.0 0.0
H -3.24686 -4.04397 1.38781 0.0 0.0 0.0
H -5.92038 -1.57552 2.15666 0.0 0.0 0.0
H -5.31986 -3.21231 2.48827 0.0 0.0 0.0
H -6.06539 -2.84172 0.91640 0.0 0.0 0.0
O 2.15474 1.21630 -0.79425 0.0 0.0 0.3
N 2.33998 1.79616 -1.92416 -0.2 0.0 -0.3
C 3.58857 1.92890 -2.41886 0.0 0.1 0.0
C 3.81295 2.54784 -3.62965 0.1 0.0 0.0
C 2.74643 3.02883 -4.37156 0.1 0.0 0.0
C 1.47080 2.84862 -3.86783 -0.1 0.0 0.0
C 1.27709 2.21864 -2.65753 0.2 0.1 0.0
H 4.35386 1.49460 -1.79503 0.0 0.0 0.0
H 4.83076 2.62534 -3.98733 0.0 0.0 0.0
H 2.90360 3.51200 -5.32666 0.0 0.0 0.0
H 0.59504 3.16359 -4.41854 0.0 0.0 0.0
H 0.30237 1.98856 -2.24729 0.0 0.2 0.0
```
Positions in Å, forces in eV/Å.

Values from the calculation:
E = -79534.535 eV
⟨S²⟩ = 0.76
Multiplicity = 2
Charge = -2